C47H57IrN4O3S3Te as an isolated structure, computed with ωB97M-V with the def2-TZVPD basis set.

Summary:
HOMO (spin up / spin down)	-0.5288 / -0.5509	Ha
total energy	-3835.91614	a.u.
HOMO-LUMO gap (spin up / spin down)	6.46 / 5.28	eV
spin multiplicity	6
total charge	+3

Each line ends with the Löwdin charge.
Atoms and positions in Å:
Ir1 -1.530 -0.619 -0.231  0.9394
S1 -2.822 1.528 -0.418  0.7584
C1 -1.820 2.668 0.333  -0.6276
N1 -2.302 3.742 0.932  -0.0670
C2 -1.383 4.767 1.427  -0.0694
C3 -0.228 4.900 0.468  -0.0657
N2 0.409 3.593 0.310  -0.0762
C4 1.874 3.580 0.276  -0.0987
C5 2.445 4.018 1.608  -0.2258
C6 3.375 5.048 1.674  -0.0294
C7 3.882 5.452 2.902  -0.0494
C8 3.446 4.844 4.069  -0.0581
C9 2.514 3.816 4.008  -0.0685
C10 2.020 3.400 2.781  -0.0557
C11 -0.337 2.503 0.294  -0.6198
S2 0.348 0.957 0.276  0.7595
C12 -3.732 4.029 1.097  -0.1026
C13 -4.183 5.129 0.158  -0.2249
C14 -4.238 4.903 -1.216  -0.0435
C15 -4.657 5.910 -2.070  -0.0593
C16 -5.023 7.148 -1.558  -0.0554
C17 -4.963 7.379 -0.193  -0.0525
C18 -4.540 6.373 0.665  -0.0428
H1 -1.019 4.495 2.423  0.1492
H2 -1.922 5.710 1.494  0.1402
H3 0.506 5.595 0.870  0.1458
H4 -0.568 5.271 -0.503  0.1552
H5 2.195 4.264 -0.512  0.1443
H6 2.206 2.577 0.024  0.0847
H7 3.711 5.536 0.766  0.1214
H8 4.608 6.252 2.945  0.1185
H9 3.834 5.167 5.025  0.1165
H10 2.170 3.341 4.919  0.1096
H11 1.309 2.581 2.732  0.0939
H12 -3.881 4.353 2.128  0.1393
H13 -4.292 3.114 0.924  0.0922
H14 -3.966 3.932 -1.613  0.0847
H15 -4.708 5.728 -3.135  0.1127
H16 -5.357 7.931 -2.225  0.1170
H17 -5.251 8.342 0.208  0.1173
H18 -4.508 6.555 1.733  0.1185
C19 -4.336 -2.437 -2.766  0.0431
C20 -3.556 -2.569 -1.494  -0.4947
O1 -2.305 -2.497 -1.470  -0.2112
N3 -4.256 -2.764 -0.372  0.1065
C21 -3.616 -3.038 0.904  -0.0965
C22 -3.694 -1.893 1.880  -0.2460
C23 -4.555 -1.947 2.968  0.0126
C24 -4.536 -0.926 3.905  -0.0088
C25 -3.637 0.115 3.732  -0.0196
C26 -2.843 0.121 2.602  -0.1643
N4 -2.872 -0.851 1.686  -0.0375
H19 -3.675 -2.556 -3.620  0.0938
H20 -4.783 -1.442 -2.814  0.1069
H21 -5.136 -3.174 -2.820  0.1019
H22 -5.263 -2.779 -0.416  0.1676
H23 -2.564 -3.232 0.697  0.0951
H24 -4.059 -3.931 1.343  0.1411
H25 -5.221 -2.792 3.083  0.1289
H26 -5.202 -0.943 4.757  0.1295
H27 -3.551 0.915 4.454  0.1213
H28 -2.154 0.934 2.414  0.0885
C27 5.059 -7.454 -3.936  -0.0123
C28 3.964 -6.665 -3.311  -0.1987
C29 3.791 -6.642 -1.922  0.0191
C30 2.786 -5.918 -1.321  -0.2984
C31 2.676 -5.940 0.180  -0.0574
C32 1.894 -5.179 -2.144  -0.4725
Te1 0.384 -4.056 -1.257  1.5663
C33 2.039 -5.203 -3.556  -0.2965
C34 1.099 -4.477 -4.479  -0.0494
C35 3.068 -5.932 -4.103  0.0188
H29 5.785 -7.791 -3.201  0.0911
H30 5.564 -6.877 -4.712  0.1009
H31 4.644 -8.337 -4.431  0.1108
H32 4.470 -7.216 -1.301  0.1392
H33 2.536 -6.959 0.541  0.1045
H34 1.833 -5.340 0.533  0.0060
H35 3.587 -5.553 0.638  0.1007
H36 0.392 -3.850 -3.931  0.0047
H37 0.526 -5.190 -5.074  0.1067
H38 1.651 -3.848 -5.178  0.1009
H39 3.187 -5.946 -5.181  0.1428
C36 0.627 1.090 -3.788  -0.1222
C37 0.775 -0.435 -3.981  -0.1293
C38 -0.572 -0.988 -3.516  -0.2068
O2 -1.075 -0.030 -2.575  -0.3207
C39 -0.750 1.252 -3.134  -0.1978
H40 0.669 1.622 -4.735  0.1213
H41 1.413 1.479 -3.143  0.1065
H42 1.578 -0.832 -3.360  0.1110
H43 0.972 -0.699 -5.018  0.1196
H44 -0.505 -1.941 -3.004  0.0222
H45 -1.276 -1.084 -4.349  0.1386
H46 -0.766 1.989 -2.336  0.0733
H47 -1.511 1.519 -3.873  0.1372
C40 6.017 -0.172 2.127  -0.0279
C41 4.577 -0.580 2.214  -0.2436
C42 4.015 -1.432 1.261  -0.0143
C43 2.679 -1.787 1.318  -0.0824
C44 1.895 -1.304 2.352  -0.4359
C45 2.425 -0.456 3.314  -0.0806
C46 3.762 -0.103 3.241  -0.0149
S3 0.141 -1.635 2.413  0.9034
C47 0.109 -3.051 3.533  -0.1861
O3 -0.220 -2.252 1.055  -0.7827
H48 6.660 -1.023 1.902  0.0916
H49 6.354 0.279 3.058  0.0862
H50 6.155 0.557 1.325  0.0943
H51 4.636 -1.827 0.465  0.1247
H52 2.234 -2.427 0.566  0.0599
H53 1.803 -0.084 4.122  0.1188
H54 4.183 0.553 3.992  0.1246
H55 0.885 -3.766 3.269  0.0703
H56 -0.882 -3.492 3.432  0.0581
H57 0.254 -2.692 4.552  0.0722